1.
Molecular formula: C45H42N4O7P2PbS
Method: DFT, ωB97M-V/def2-TZVPD

Element x y z (Å)
Pb -1.32 0.17 -1.52
O 3.34 -4.25 -3.08
C 2.37 -3.61 -2.73
C 1.97 -3.28 -1.31
O 2.41 -3.78 -0.30
C 0.92 -2.25 -1.42
C 0.58 -2.05 -2.78
O -0.32 -1.23 -3.17
C 1.34 -2.97 -3.64
O 1.18 -3.21 -4.82
O 0.36 -1.63 -0.47
C 2.33 1.96 2.83
C 1.99 0.55 3.33
P 1.26 -0.54 1.99
C 2.84 -0.74 1.06
C 3.02 0.04 -0.08
C 4.22 0.00 -0.77
C 5.25 -0.83 -0.34
C 5.07 -1.62 0.78
C 3.87 -1.58 1.48
C 1.12 -2.13 2.92
C 1.62 -2.35 4.20
C 1.41 -3.56 4.86
C 0.69 -4.57 4.24
C 0.17 -4.36 2.97
C 0.38 -3.15 2.32
P 1.11 2.67 1.61
C 1.89 4.32 1.29
C 2.67 5.05 2.19
C 3.23 6.26 1.82
C 3.01 6.77 0.54
C 2.25 6.05 -0.36
C 1.69 4.83 0.01
C -0.24 3.09 2.78
C -1.17 2.09 3.05
C -2.22 2.31 3.93
C -2.38 3.54 4.54
C -1.47 4.56 4.26
C -0.41 4.34 3.39
H 3.29 1.93 2.31
H 2.43 2.63 3.68
H 1.25 0.61 4.13
H 2.90 0.10 3.73
H 2.21 0.66 -0.43
H 4.35 0.61 -1.66
H 6.19 -0.87 -0.89
H 5.85 -2.29 1.11
H 3.72 -2.22 2.34
H 2.19 -1.58 4.71
H 1.81 -3.70 5.85
H 0.53 -5.51 4.75
H -0.39 -5.14 2.47
H -0.02 -2.98 1.33
H 2.85 4.67 3.19
H 3.82 6.82 2.53
H 3.44 7.73 0.26
H 2.08 6.44 -1.36
H 1.09 4.27 -0.69
H -1.08 1.13 2.55
H -2.94 1.51 4.11
H -3.21 3.72 5.21
H -1.60 5.54 4.71
H 0.26 5.15 3.17
C -2.07 -3.83 -1.34
C -3.38 -3.12 -0.96
C -4.24 -4.04 -0.08
C -4.14 -2.74 -2.23
C -3.06 -1.91 -0.16
C -2.98 -1.20 0.83
H -2.31 -4.77 -1.84
H -1.47 -4.05 -0.45
H -1.48 -3.22 -2.01
H -4.54 -4.92 -0.66
H -5.14 -3.51 0.24
H -3.69 -4.36 0.80
H -4.52 -3.65 -2.71
H -3.50 -2.21 -2.93
H -4.99 -2.09 -2.00
S -3.46 0.83 -3.14
C -2.99 0.95 -4.83
C -1.68 0.74 -5.30
C -1.38 0.85 -6.65
C -2.36 1.18 -7.58
C -3.66 1.39 -7.13
C -3.97 1.28 -5.78
H -0.91 0.45 -4.61
H -0.37 0.66 -6.98
H -2.12 1.25 -8.63
H -4.45 1.64 -7.83
H -4.98 1.44 -5.44
N -4.53 2.89 1.13
C -4.28 4.00 0.51
N -5.12 5.12 0.64
N -3.21 4.26 -0.26
C -2.30 3.40 -0.49
N -1.40 2.71 -0.79
H -5.39 2.97 1.66
H -4.16 1.09 1.78
H -6.09 4.90 0.79
H -4.97 5.79 -0.10
O -2.93 -0.39 1.84
O -4.27 0.16 2.08

Its HOMO-LUMO gap is 6.17 eV. As for the spin multiplicity: 1. Its total charge is -2. As for the lowest unoccupied orbital energy: 3.994 eV.

Mulliken population analysis, charges in e, atoms 1 to 8: atom 1 (Pb): 1.37, atom 2 (O): -0.68, atom 3 (C): 0.16, atom 4 (C): 0.03, atom 5 (O): -0.70, atom 6 (C): 0.91, atom 7 (C): -0.47, atom 8 (O): -0.76

***

2.
Molecular formula: C45H43As2N6O7SeTi
Method: DFT, ωB97M-V/def2-TZVPD

Element x y z (Å)
Ti 0.95 0.09 0.32
C -1.47 -2.48 -0.14
C -2.37 -1.29 -0.50
As -1.39 0.34 -1.07
C -2.76 1.68 -0.77
C -3.25 1.86 0.52
C -4.25 2.79 0.76
C -4.77 3.54 -0.28
C -4.27 3.38 -1.56
C -3.26 2.45 -1.81
C -1.31 0.14 -2.99
C -2.44 -0.10 -3.76
C -2.32 -0.29 -5.13
C -1.07 -0.24 -5.73
C 0.06 0.01 -4.96
C -0.05 0.20 -3.59
As 0.14 -2.53 -1.28
C -0.36 -3.64 -2.78
C -1.61 -3.49 -3.38
C -1.94 -4.25 -4.49
C -1.04 -5.17 -5.01
C 0.21 -5.31 -4.41
C 0.55 -4.55 -3.30
C 1.35 -3.66 -0.28
C 0.94 -4.55 0.71
C 1.89 -5.26 1.44
C 3.24 -5.10 1.17
C 3.65 -4.22 0.18
C 2.71 -3.50 -0.54
H -2.04 -3.41 -0.16
H -1.08 -2.36 0.87
H -2.97 -0.99 0.36
H -3.06 -1.54 -1.30
H -2.85 1.28 1.34
H -4.63 2.92 1.77
H -5.56 4.26 -0.09
H -4.67 3.97 -2.38
H -2.90 2.32 -2.82
H -3.42 -0.15 -3.30
H -3.20 -0.48 -5.72
H -0.98 -0.39 -6.79
H 1.04 0.03 -5.43
H 0.84 0.35 -3.00
H -2.32 -2.77 -3.00
H -2.92 -4.13 -4.95
H -1.30 -5.76 -5.87
H 0.92 -6.02 -4.81
H 1.52 -4.69 -2.85
H -0.11 -4.70 0.92
H 1.57 -5.95 2.21
H 3.98 -5.66 1.74
H 4.71 -4.09 -0.03
H 3.04 -2.79 -1.30
O 8.33 1.05 0.04
N 7.43 0.97 0.84
O 7.53 1.17 2.03
C 6.10 0.60 0.33
C 5.94 0.37 -1.02
C 4.69 0.05 -1.50
C 3.57 -0.01 -0.64
O 2.33 -0.07 -1.03
C 3.82 0.12 0.75
C 5.05 0.49 1.23
N 2.65 0.05 1.56
O 1.92 -1.12 1.42
O 2.56 0.67 2.65
N 4.54 -0.17 -2.94
O 3.55 -0.76 -3.33
O 5.41 0.26 -3.66
H 6.78 0.46 -1.70
H 5.20 0.67 2.29
C 0.25 3.37 3.12
N -0.37 3.87 1.90
C 0.07 3.66 0.65
Se 1.55 2.66 0.11
N -0.69 4.39 -0.18
C -1.62 5.13 0.54
C -2.59 6.05 0.16
C -3.34 6.60 1.18
C -3.15 6.25 2.52
C -2.18 5.33 2.89
C -1.42 4.78 1.87
H 0.99 2.61 2.86
H -0.53 2.93 3.75
H 0.73 4.19 3.65
H -0.54 4.41 -1.17
H -2.74 6.32 -0.87
H -4.11 7.33 0.93
H -3.77 6.71 3.28
H -2.02 5.07 3.93
C -2.04 -1.58 4.48
C -0.75 -0.76 4.43
C 0.49 -1.64 4.61
C -0.78 0.38 5.47
C -0.64 -0.17 3.09
N -0.55 0.25 2.03
H -2.12 -2.05 5.46
H -2.04 -2.37 3.72
H -2.93 -0.96 4.33
H 0.45 -2.09 5.61
H 1.41 -1.06 4.52
H 0.52 -2.44 3.87
H -0.86 -0.06 6.46
H -1.63 1.04 5.32
H 0.14 0.96 5.43

Its HOMO-LUMO gap (alpha / beta) is 7.00 / 7.00 eV. As for the spin multiplicity: 1. Its total charge is +1. As for the lowest unoccupied orbital energy (alpha / beta): -3.194 / -3.190 eV.

Mulliken population analysis, charges in e, atoms 1 to 8: atom 1 (Ti): 0.67, atom 2 (C): -0.85, atom 3 (C): -1.34, atom 4 (As): 1.58, atom 5 (C): 0.12, atom 6 (C): -0.20, atom 7 (C): -0.86, atom 8 (C): -0.74